(1)
Below is a gas-phase ion, C3H8N3 (charge +1), with properties calculated with ωB97M-V with the def2-TZVPD basis set.

E_HOMO in eV: -14.83
Spin multiplicity: 1
Energy above the lowest of the compared OMol25 structures with the same formula, charge and spin in kJ/mol: 359.1
Frontier orbital gap in eV: 10.6
Charge: +1
SMILES: C[C@@H]1N=NC[NH2+]1

Structure (XYZ):
```
14
Properties=species:S:1:pos:R:3:forces:R:3:nbo_charge:R:1
C -0.0974 0.9754 -1.4599 -1.8 -2.5 2.1 -0.132
C 0.3505 0.0785 0.7934 -1.5 -1.8 0.3 0.048
C -0.6399 -1.1774 1.2426 1.2 2.9 0.7 -0.608
N -0.7024 1.7330 -0.3326 0.4 0.1 0.0 -0.046
N -0.4744 1.2356 0.7667 -0.4 1.7 0.6 -0.083
N 0.7822 0.0198 -0.6658 1.7 -1.9 0.4 -0.567
H -0.9607 0.4602 -1.8935 0.3 -0.3 0.0 0.249
H 0.4003 1.4483 -2.2446 1.1 1.2 -0.7 0.256
H 1.3209 0.1251 1.3185 -1.0 0.3 0.6 0.243
H -1.4506 -0.8946 1.9843 1.7 -0.1 -0.5 0.285
H -0.0516 -2.0354 1.4601 0.4 -0.6 0.7 0.238
H -1.1731 -1.3663 0.3833 -1.3 -0.6 -2.2 0.209
H 0.9784 -1.0175 -0.7543 -0.8 1.3 -1.3 0.469
H 1.7176 0.4151 -0.5983 0.2 0.2 -0.6 0.438
```
Positions in Å, forces in eV/Å.

---

(2)
Below is a molecular structure, C39H35EuN11O2P, with properties calculated with ωB97M-V with the def2-TZVPD basis set.

E_HOMO (spin up / spin down) in eV: -12.19 / -12.19
Spin multiplicity: 7
Frontier orbital gap (spin up / spin down) in eV: 6.5 / 6.8
Charge: +2

Structure (XYZ):
```
89
Properties=species:S:1:pos:R:3:forces:R:3:lowdin_spin:R:1
Eu -0.9303 -1.1303 -0.4675 0.6 0.3 -0.3 6.076
C -3.5560 -1.5563 4.8398 -0.6 0.3 -1.3 0.000
N -2.4714 -1.2666 3.8689 0.5 -0.1 1.0 0.000
C -1.1731 -1.0288 4.2543 0.1 0.1 -0.4 0.000
C -0.4430 -0.8471 3.1093 -1.1 0.0 -0.4 0.000
N -1.3089 -0.9236 2.0292 0.0 -0.3 0.2 -0.008
C -2.5190 -1.1913 2.5199 0.1 0.1 0.3 0.000
P -4.1543 -1.2726 1.7271 0.2 -0.2 0.1 0.000
C -3.9795 0.0962 0.5956 -0.3 0.4 -0.5 0.001
N -3.0079 0.2765 -0.2830 -0.3 1.1 -0.6 -0.008
C -3.4106 1.3655 -1.0676 -0.1 -1.1 1.1 0.000
C -4.6158 1.8006 -0.6218 -0.4 0.3 -0.6 0.000
N -4.9798 0.9911 0.4114 0.1 0.0 -0.1 0.000
C -6.2868 0.9969 1.0491 -0.4 0.9 0.6 0.000
C -3.9210 -2.5786 0.4913 0.5 0.6 -0.2 0.000
N -2.9575 -2.6798 -0.4224 0.1 -0.9 -0.1 -0.007
C -3.1539 -3.9245 -1.0189 0.1 1.5 0.4 0.000
C -4.2434 -4.5018 -0.4832 -0.8 -0.7 -0.1 0.000
N -4.7353 -3.6325 0.4429 -0.5 -1.0 0.4 0.000
C -5.9565 -3.8310 1.2235 0.1 0.8 0.6 0.000
H -3.2541 -2.2957 5.5582 0.3 -0.3 0.1 0.000
H -3.8092 -0.6372 5.3530 -0.1 0.1 0.1 0.000
H -4.4403 -1.9284 4.2732 0.7 0.3 0.6 0.000
H -0.8948 -0.9208 5.2853 0.0 -0.2 0.1 0.000
H 0.6056 -0.6598 2.9664 0.1 0.1 0.1 0.000
H -2.8159 1.7611 -1.8470 0.4 0.1 -0.6 0.000
H -5.2703 2.5738 -1.0156 0.2 -0.2 0.3 0.000
H -6.6008 2.0511 1.2622 0.2 -0.9 -0.4 0.000
H -7.0213 0.4824 0.4186 0.1 0.2 0.2 0.000
H -6.2027 0.5093 2.0216 -0.1 -0.1 -0.2 0.000
H -2.5777 -4.2634 -1.8312 0.7 -0.3 -0.6 0.000
H -4.7279 -5.4427 -0.7068 0.0 0.2 0.0 0.000
H -6.4652 -4.7229 0.8996 -0.1 -0.2 -0.2 0.000
H -5.7218 -3.9182 2.2954 -0.1 0.0 -0.4 0.000
H -6.5926 -2.9469 1.0744 0.0 -0.5 0.1 0.000
C -0.7520 -3.9557 1.5053 -0.8 0.5 0.3 0.000
O -0.0243 -3.1977 0.5393 0.2 0.1 0.2 -0.006
C 1.3589 -3.3515 0.6486 0.6 0.3 -0.4 -0.001
C 1.9620 -4.2080 1.5498 -0.4 0.2 0.3 0.000
C 3.3451 -4.2668 1.6238 -0.6 -0.3 -0.5 -0.001
C 4.1046 -3.5970 0.6955 0.0 0.4 -0.1 0.000
C 3.5209 -2.7341 -0.2224 -0.2 -0.6 0.7 -0.001
C 2.1460 -2.5710 -0.2165 -0.5 0.0 0.1 -0.001
N 1.4583 -1.6119 -1.0256 0.5 0.3 -0.5 -0.019
N 2.2642 -0.9883 -1.8032 -0.2 0.2 -0.2 -0.001
C 1.8773 0.0147 -2.6557 0.3 -0.6 0.5 -0.001
C 0.5111 0.2515 -2.9606 0.9 0.2 0.5 0.001
O -0.4483 -0.4828 -2.4670 -0.1 0.3 -0.5 -0.020
C 0.2517 1.4065 -3.7306 -1.1 0.1 -0.5 -0.001
C 1.2287 2.2857 -4.0843 -0.2 0.7 0.0 0.002
C 2.6043 2.1215 -3.7367 0.2 -0.4 0.0 0.000
C 3.6012 3.1009 -3.9953 -0.9 0.5 -0.1 0.000
C 4.9056 2.9419 -3.6377 -0.4 -0.3 -0.2 0.000
C 5.2595 1.6818 -3.1358 0.5 -0.4 0.1 0.000
C 4.3584 0.6714 -2.8950 -1.2 1.3 -0.3 0.000
C 2.9656 0.9089 -3.1214 0.0 -0.6 0.5 0.000
H -0.4844 -3.6686 2.5226 0.3 0.0 0.0 0.000
H -0.5713 -5.0027 1.3342 -0.2 -0.4 0.0 0.000
H -1.8051 -3.6860 1.3930 0.3 -0.4 -0.2 0.000
H 1.3744 -4.7992 2.2348 0.1 0.0 0.0 0.000
H 3.7798 -4.9115 2.3570 0.3 -0.2 0.2 0.000
H 5.1610 -3.7209 0.7185 0.7 0.0 -0.1 0.000
H 4.1137 -2.1777 -0.9088 0.3 0.3 -0.4 0.000
H -0.8047 1.5851 -3.9852 0.6 0.0 0.0 0.000
H 0.9319 3.1946 -4.6216 0.2 -0.3 0.2 0.000
H 3.2864 4.0267 -4.4636 -0.1 0.0 0.0 0.000
H 5.6168 3.7442 -3.8144 0.0 -0.3 0.1 0.000
H 6.2973 1.4703 -2.9501 0.3 0.0 0.1 0.000
H 4.6978 -0.2529 -2.5157 0.2 -0.9 0.4 0.000
N 7.2386 6.4524 -0.4270 0.8 0.5 0.0 0.000
C 6.2886 5.8389 -0.2732 -0.6 -0.5 -0.1 0.000
C 5.0823 5.0682 -0.1827 -0.2 0.1 -0.2 0.000
C 5.1175 3.6812 -0.1894 -0.5 0.3 0.3 0.000
C 3.9273 2.9805 -0.1146 0.4 -0.7 -0.4 0.000
C 2.7074 3.6336 -0.1092 -0.1 0.0 0.4 0.000
C 2.6617 5.0142 -0.0628 0.3 0.8 -0.5 0.000
C 3.8628 5.7298 -0.1380 -0.5 -0.2 0.6 0.000
N 1.4891 2.8876 -0.0642 -0.4 0.0 -0.1 0.000
C 0.2030 3.4120 -0.0499 0.7 -0.2 0.1 0.000
C -0.6473 2.3622 -0.0357 -0.1 0.2 0.1 0.000
N 0.0822 1.1857 -0.0668 -0.2 -0.2 0.3 -0.007
C 1.3508 1.5503 -0.0790 0.1 -0.3 0.0 0.000
H 6.0632 3.1830 -0.2163 0.3 -0.3 0.0 0.000
H 3.9817 1.8953 -0.1221 -0.1 0.2 0.0 0.000
H 1.7164 5.5646 -0.0270 0.5 -0.2 0.0 0.000
H 3.8749 6.8060 -0.0569 -0.2 0.1 -0.2 0.000
H 0.0507 4.4626 -0.0513 -0.3 0.4 0.0 0.000
H -1.7335 2.4061 0.0075 0.7 -0.1 0.1 0.000
H 2.1833 0.8606 -0.1220 -0.2 0.2 0.1 0.000
```
Positions in Å, forces in eV/Å.

---

(3)
Below is C5H9F in the gas phase, with properties calculated with ωB97M-V with the def2-TZVPD basis set.

E_HOMO in eV: -8.84
Spin multiplicity: 1
Energy above the lowest of the compared OMol25 structures with the same formula, charge and spin in kJ/mol: 65.6
Frontier orbital gap in eV: 9.9
SMILES: C/C=C(\C)CF

Structure (XYZ):
```
15
Properties=species:S:1:pos:R:3:forces:R:3:nbo_charge:R:1
C -2.0892 1.1036 0.1668 0.8 -0.2 -1.6 -0.646
C -0.6305 0.6694 0.3096 -0.9 0.4 -0.4 -0.184
C 0.0446 -0.2592 -0.3584 -0.4 1.1 1.3 -0.046
C -0.3806 -0.8330 -1.6505 -0.5 -0.7 0.4 -0.651
C 1.3788 -0.6792 0.2248 -0.2 0.5 -1.0 0.040
H -2.6368 0.4209 -0.5218 0.3 0.6 0.3 0.205
H -2.1812 2.1462 -0.1988 0.0 -0.5 0.1 0.216
H -2.5975 1.0550 1.1087 -0.1 0.0 0.7 0.222
H -0.0104 1.2273 0.9687 -0.1 0.2 1.2 0.208
H -0.8484 -1.8052 -1.4084 0.3 0.0 -0.9 0.221
H 0.5275 -0.8987 -2.2481 -0.2 -0.5 -0.4 0.217
H -1.1120 -0.1983 -2.1733 0.3 -0.2 0.3 0.228
H 2.1034 -0.4022 -0.5302 0.7 -0.2 0.0 0.161
H 1.4003 -1.7721 0.3609 0.1 0.4 0.4 0.171
F 1.7129 0.0242 1.3876 -0.2 -0.8 -0.5 -0.361
```
Positions in Å, forces in eV/Å.

---

(4)
Below is 14 unconnected molecules or ions with the total composition C16H60N16O14, with properties calculated with ωB97M-V with the def2-TZVPD basis set.

E_HOMO in eV: -7.62
Spin multiplicity: 1
Energy above the lowest of the compared OMol25 structures with the same formula, charge and spin in kJ/mol: 713.0
Frontier orbital gap in eV: 7.4

Structure (XYZ):
```
106
Properties=species:S:1:pos:R:3:forces:R:3:lowdin_charge:R:1
C 0.6615 -0.5565 -3.4365 -0.7 3.1 -3.3 -0.059
C 2.0257 0.0079 -3.3429 0.2 -1.3 1.9 -0.303
O 2.9745 -0.8082 -4.0015 0.9 -1.3 2.1 -0.065
H -0.0292 0.2154 -3.0918 -0.2 -0.5 0.4 0.083
H 0.5071 -1.5087 -3.0944 -0.3 -2.1 1.4 0.016
H 0.4751 -0.5833 -4.5396 -0.2 -0.2 0.5 0.105
H 2.2762 0.1150 -2.2815 0.5 -0.3 -0.2 0.088
H 2.1166 0.9600 -3.7230 -0.3 2.2 -1.0 0.082
H 3.0315 -0.5714 -4.8940 0.0 0.6 -2.0 0.069
C -3.1928 -3.6066 -2.2002 -0.7 0.1 1.0 -0.064
C -1.7229 -3.3428 -2.1057 -0.6 2.2 -0.8 -0.321
O -1.4205 -2.6824 -0.9246 -1.5 1.0 0.4 -0.090
H -3.5591 -4.0370 -1.2441 0.2 0.0 -0.5 0.087
H -3.4092 -4.3134 -3.0040 -0.2 0.3 -0.1 0.080
H -3.7337 -2.6385 -2.2946 0.2 -0.7 -0.3 0.063
H -1.4047 -2.7603 -2.9826 -0.2 0.4 0.0 0.114
H -1.1128 -4.1495 -2.1594 1.4 -3.2 -0.1 0.075
H -0.5445 -2.8596 -0.6185 1.2 -0.4 0.2 0.039
C -3.6466 1.0176 -1.6449 8.1 -0.1 1.1 -0.553
O -2.2400 0.6871 -1.4350 -7.4 0.9 -0.9 -0.154
N -4.1721 2.1233 -1.2450 1.0 4.0 3.3 0.189
N -4.4251 0.2778 -2.3518 -2.5 -2.7 -2.9 0.157
H -3.5644 2.6915 -0.5697 -0.8 -0.6 -1.1 0.126
H -5.0872 2.5283 -1.4659 0.7 -0.8 0.0 0.138
H -3.9736 -0.4315 -2.9075 -0.1 0.0 0.0 0.106
H -5.2971 0.6850 -2.7571 1.3 -0.7 0.7 0.147
C -2.7864 -2.2586 1.9625 9.4 -3.3 -0.5 -0.647
O -1.5512 -2.7907 2.2315 -6.1 2.4 -1.7 -0.045
N -3.6472 -2.0722 2.8542 -4.0 -0.4 6.2 0.151
N -3.1395 -1.6590 0.8669 -0.8 0.6 -6.4 0.129
H -3.4589 -2.4540 3.7596 0.0 -0.3 0.4 0.148
H -4.5933 -2.0423 2.5565 -0.9 -0.1 0.1 0.130
H -2.5202 -1.9496 0.0778 -0.2 0.4 0.0 0.081
H -4.0791 -1.2580 0.4986 2.0 -1.3 1.6 0.191
C 0.7252 3.8995 -3.0580 0.5 3.7 -6.1 -0.618
O 0.5929 4.7151 -4.1288 0.5 -3.5 4.3 -0.127
N -0.2466 3.6766 -2.2278 -4.1 -0.9 0.9 0.136
N 1.8890 3.3089 -2.7879 1.5 0.4 -1.5 0.181
H -1.2232 3.9109 -2.4606 1.2 0.3 -0.1 0.149
H -0.2461 3.0681 -1.4046 0.2 -0.1 -0.9 0.060
H 2.6047 3.3721 -3.5068 -0.4 0.3 0.4 0.121
H 2.0450 2.6477 -2.0765 -0.1 -0.6 1.1 0.032
C 1.8882 -4.0153 -1.9926 -4.6 2.7 3.6 -0.532
O 1.2414 -3.3503 -0.9564 3.9 -2.3 -4.5 -0.123
N 1.7617 -5.3187 -2.0401 1.4 -4.5 0.1 0.144
N 2.3434 -3.5074 -3.1310 0.6 2.2 0.7 0.195
H 1.5385 -5.8701 -1.1908 0.1 1.0 -0.9 0.142
H 2.3982 -5.8412 -2.7097 -1.3 0.9 1.3 0.146
H 2.4786 -2.5138 -3.1832 0.0 0.4 -0.3 0.053
H 2.4456 -3.9681 -4.0065 0.0 -0.7 -0.1 0.119
C -0.5869 3.8530 0.8468 -6.2 0.1 -6.8 -0.557
O -1.7460 3.3407 0.1908 5.4 1.4 2.3 -0.171
N 0.3838 4.4576 0.2292 3.2 -1.2 -5.8 0.156
N -0.6120 4.4664 1.9616 -2.3 -0.9 9.0 0.140
H 0.3158 4.3987 -0.8052 0.6 0.3 1.6 0.066
H 1.3285 4.2429 0.5619 0.4 0.5 0.3 0.061
H -1.5216 4.2472 2.3182 -1.0 -0.1 1.1 0.079
H 0.0174 3.9938 2.6701 -0.2 0.9 -0.9 0.129
C -0.5141 -0.2448 4.2984 3.0 -0.8 5.3 -0.646
O 0.3948 -0.7228 5.1129 -3.1 1.2 -3.0 -0.067
N -1.6421 0.3291 4.7539 -1.7 -0.3 1.7 0.155
N -0.3635 -0.0140 3.0176 2.2 -2.7 -3.5 0.129
H -1.7715 0.2317 5.7637 0.1 0.1 -0.6 0.112
H -2.5310 0.4526 4.1606 2.5 -0.2 1.7 0.025
H 0.2728 -0.7175 2.5234 -1.1 1.2 0.8 0.123
H -1.2306 0.2202 2.5107 1.1 -0.1 0.1 0.040
C 3.6037 2.6595 0.4807 -5.3 5.1 1.3 -0.618
O 2.9205 3.7698 0.8908 3.3 -4.7 -1.5 -0.107
N 4.7849 2.4177 0.9293 3.8 -1.4 1.0 0.182
N 3.0755 1.7758 -0.3543 -4.1 -1.8 -0.7 0.143
H 5.0647 2.9968 1.6901 0.5 0.3 0.2 0.115
H 5.3013 1.5285 0.7484 -0.9 1.3 0.2 0.134
H 1.9526 1.6202 -0.2100 3.7 0.9 -0.9 0.142
H 3.6511 0.9627 -0.6722 -0.7 1.2 0.5 0.049
C -3.1690 1.4780 2.4348 -0.1 9.9 -3.0 -0.573
O -3.3239 2.8567 2.3916 0.3 -7.2 1.0 -0.093
N -3.7092 0.6949 3.2805 -6.0 -2.3 4.4 0.114
N -2.3891 0.8314 1.5744 -0.3 0.6 -1.3 0.141
H -4.4762 0.9986 3.9676 1.8 -0.1 -1.7 0.197
H -3.7012 -0.3182 3.0906 -0.1 0.7 0.2 0.069
H -2.1619 1.4604 0.8337 0.9 0.7 -1.0 0.059
H -2.6417 -0.1196 1.2845 0.2 0.6 0.0 0.048
C 3.9643 -1.3012 -0.5632 1.0 0.0 -0.4 -0.103
O 4.7927 -0.1961 -0.9596 1.0 -1.3 -1.8 -0.157
H 3.3892 -1.6940 -1.3880 -0.7 0.4 -0.1 0.047
H 3.4049 -0.9028 0.2526 -0.7 -0.5 0.6 0.072
H 4.6251 -2.1150 -0.3220 0.1 -0.5 0.9 0.089
H 5.2246 -0.5457 -1.7796 -0.3 1.1 0.9 0.124
C 2.0379 2.0301 3.4635 1.1 2.0 -0.9 -0.137
O 0.7439 2.3341 2.9689 1.0 -0.1 0.8 -0.141
H 2.6837 1.7072 2.6878 0.4 -0.9 -1.4 0.033
H 2.1719 1.3148 4.2313 -0.8 -0.7 1.2 0.067
H 2.6021 2.9504 3.6935 -0.8 0.0 0.5 0.091
H 0.3040 1.4615 2.9636 -0.4 0.1 -0.2 0.007
C 1.6721 -3.2252 2.7190 -1.6 -0.8 -0.6 -0.136
O 1.5497 -2.2062 1.7401 -0.2 0.5 0.3 -0.160
H 1.0987 -4.1176 2.3864 0.6 0.2 -0.1 0.086
H 1.1604 -3.0004 3.6486 0.3 0.8 0.1 0.070
H 2.7069 -3.4266 2.8374 0.9 -0.5 0.6 0.064
H 1.6264 -2.6565 0.8946 -0.1 0.1 -0.4 0.020
C 0.3991 -0.0520 -0.0965 0.0 0.2 1.7 -0.124
O 0.2974 1.1980 -0.7901 0.3 -1.3 -0.4 -0.196
H 0.5950 -0.9867 -0.6898 0.2 1.2 0.2 0.074
H -0.5927 -0.1924 0.4046 1.1 -0.3 -0.2 0.070
H 1.1919 0.1512 0.6927 -1.0 -0.9 -0.8 0.086
H -0.6180 1.1344 -1.1018 -0.6 0.8 -0.4 0.006
```
Positions in Å, forces in eV/Å.

---

Number 1: E_tot -7701.556 eV, largest force on an atom 3.75 eV/A. Number 2: E_tot -90104.547 eV, largest force on an atom 1.80 eV/A. Number 3: E_tot -8047.363 eV, largest force on an atom 1.76 eV/A. Number 4: E_tot -70066.904 eV, largest force on an atom 10.37 eV/A.